[1]
Computed, not measured: a molecular structure, C7H11BaN7O3S2, with wB97M-V/def2-TZVPD.

Calculated total energy, a.u.: -1704.13527
Max |F|, hartree/bohr: 0.077
Total charge: 0
Kohn-Sham gap, hartree: 0.196
Energy above the lowest of the compared OMol25 structures with the same formula, charge and spin, kcal per mole: 14.8

Element x y z (Å)
Ba -0.15665 -0.43255 0.15721
S -1.57177 1.26905 -1.87270
S -0.34586 2.28457 1.32598
O 3.22886 -2.66813 -0.49288
O -2.69102 -0.16866 0.82130
O 1.41449 -2.05287 0.53814
N 0.16670 4.03873 -3.53895
N 1.47567 5.11327 -0.12957
N 2.31702 1.90036 -1.45024
N 3.52057 1.20497 -1.59206
N 2.48783 -0.50918 -0.53029
N 4.77171 -0.69379 -1.24487
N 2.45333 -1.80275 -0.16393
C -3.65931 -0.19212 1.87907
C -0.23273 3.51752 -2.59170
C 3.61796 -0.03996 -1.14156
C 0.67955 4.28207 -0.18652
C -0.65753 2.72029 -1.43808
C -4.90756 -0.94295 1.48769
C -0.19495 3.10268 -0.22210
H -3.87094 0.83813 2.16558
H -5.43213 -0.43112 0.67865
H -2.94643 0.45679 0.11505
H -5.59098 -1.01371 2.33755
H 4.78923 -1.68357 -1.05783
H 1.96397 2.18888 -2.35616
H -4.67140 -1.95424 1.15353
H 2.43406 2.69847 -0.83351
H -3.16622 -0.65588 2.73220
H 4.34531 1.65147 -1.97158
H 5.55592 -0.26399 -1.70488

[2]
Computed, not measured: 2 unconnected molecules or ions with the total composition C7H11Br, with wB97M-V/def2-TZVPD.

Calculated total energy, a.u.: -2847.09138
Max |F|, hartree/bohr: 0.111
Total charge: 0
Kohn-Sham gap (alpha / beta), hartree: 0.320 / 0.274
Energy above the lowest of the compared OMol25 structures with the same formula, charge and spin, kcal per mole: 114.4

Element x y z (Å)
Br -0.81738 -0.97229 -4.04178
C -1.30993 -0.17725 -2.41089
C -0.34411 -1.26055 0.73808
C 1.96701 -0.08659 1.31668
C -0.05822 1.36672 0.22650
C 0.64672 0.66462 -0.72884
C -2.47833 -0.03614 -1.80288
C 0.61365 0.02000 0.52694
H -2.44670 0.61603 -0.85825
H 2.28159 0.88275 1.76569
H -3.40669 -0.22465 -2.34044
H 0.43420 2.22667 0.59348
H -1.14556 -0.94928 0.07660
H -1.07650 1.37890 0.43821
H 1.63152 -0.80506 2.13126
H 2.75966 -0.44163 0.74917
H 1.25887 0.98262 -1.60388
H -0.63633 -1.46338 1.72326
H 0.17268 -2.13601 0.32461

[3]
Computed, not measured: 2 unconnected molecules or ions with the total composition C7H11Br2N, with wB97M-V/def2-TZVPD.

Calculated total energy, a.u.: -5475.95280
Max |F|, hartree/bohr: 0.068
Total charge: 0
Kohn-Sham gap (alpha / beta), hartree: 0.298 / 0.286
Energy above the lowest of the compared OMol25 structures with the same formula, charge and spin, kcal per mole: 62.9

Element x y z (Å)
Br -3.67500 1.50034 -0.01418
Br -2.12648 -1.38776 0.92755
N -0.83843 -1.26666 -2.67571
C -0.87356 -1.05792 -1.53512
C 1.48899 -1.50839 0.17354
C -2.04811 1.39199 -1.00952
C -0.73943 -0.69028 -0.22499
C 0.36941 0.21726 1.78516
C 1.20448 0.81732 -0.40384
C 0.55224 -0.33010 0.35171
H -0.12800 1.17796 1.84834
H -2.08084 1.09961 -2.12293
H 1.96175 -1.45264 -0.79450
H -0.21307 -0.36237 2.58649
H 1.16597 0.64757 -1.53166
H 2.07103 -1.72054 1.13018
H 2.17999 0.93695 -0.04398
H -1.35379 2.21762 -0.71332
H 0.95413 -2.46355 0.18546
H 0.77456 1.75032 -0.02632
H 1.35417 0.48328 2.10764